# C16H17Cl2MnN3O3S

C16H17Cl2MnN3O3S as an isolated structure (wB97M-V/def2-TZVPD, the OMol25 dataset).

Values from the calculation:
Strongest force on any atom: 0.6 eV/Å
Kohn-Sham gap (spin up / spin down): 5.5 / 7.9 eV
LUMO (spin up / spin down): -6.68 / -4.30 eV
Charge: +1
M: 457.241 g/mol
Calculated total energy: -94673.7744 eV
Spin multiplicity: 5

XYZ file:
```
43
C16H17Cl2MnN3O3S wB97M-V/def2-TZVPD
Mn -2.97 0.25 0.04
Cl -2.72 0.31 2.63
C -2.39 2.02 2.73
C -1.63 2.46 3.79
C -1.33 3.82 3.88
C -1.77 4.70 2.91
C -2.51 4.23 1.84
Cl -3.01 5.36 0.63
C -2.86 2.88 1.72
S -3.87 2.33 0.41
H -1.28 1.76 4.54
H -0.75 4.18 4.72
H -1.53 5.75 2.97
C 4.26 -3.04 -1.75
C 3.05 -3.27 -0.86
N 2.01 -2.25 -1.07
C 1.06 -2.50 -2.15
C 0.00 -3.53 -1.80
C 2.19 -1.07 -0.44
O 3.14 -0.82 0.28
C 1.16 0.03 -0.59
C 1.62 1.33 -0.78
C 0.72 2.38 -0.80
C -0.62 2.11 -0.58
N -1.06 0.87 -0.36
C -0.19 -0.16 -0.38
H 4.99 -3.83 -1.59
H 4.73 -2.09 -1.52
H 3.98 -3.06 -2.81
H 3.34 -3.24 0.19
H 2.59 -4.24 -1.06
H 1.63 -2.85 -3.02
H 0.60 -1.56 -2.45
H 0.44 -4.50 -1.57
H -0.69 -3.67 -2.64
H -0.60 -3.23 -0.94
H 2.68 1.50 -0.90
H 1.04 3.39 -0.97
H -1.35 2.90 -0.57
H -0.59 -1.15 -0.22
O -2.93 -1.54 -1.04
N -4.03 -1.94 -0.54
O -4.56 -1.01 0.13
```